C17H10ClFN2O4S3SbV as an isolated structure. Source: the OMol25 dataset; level of theory: ωB97M-V with the def2-TZVPD basis set.

Values from the calculation:
energy above the lowest of the compared OMol25 structures with the same formula, charge and spin = 0.000 eV
spin multiplicity = 2
LUMO energy (alpha / beta) = 1.6 / 2.2 eV
total energy = -4003.4129 Ha
net charge = -1
<S²> = 0.785
HOMO level (alpha / beta) = -0.1737 / -0.1864 Ha
Kohn-Sham gap (alpha / beta) = 6.38 / 7.32 eV

Geometry as XYZ:
```
40
Properties=species:S:1:pos:R:3:forces:R:3:nbo_charge:R:1
V -0.2820 -0.1048 0.4087 -0.11 0.10 -0.20 0.85
O 3.7377 3.8721 -0.2965 0.00 0.07 0.11 -0.68
C 4.4087 2.7782 0.0170 0.08 -0.03 -0.13 0.79
O 5.5907 2.7997 0.2613 -0.02 -0.01 0.05 -0.60
C 3.6430 1.4998 0.0219 -0.19 0.16 -0.06 -0.27
C 4.1412 0.2531 0.3490 0.03 -0.01 0.08 0.19
Cl 5.6936 -0.2190 0.8355 0.03 -0.02 0.02 0.10
N 3.1432 -0.6477 0.2434 0.02 -0.07 -0.08 -0.19
N 2.0121 -0.0558 -0.1644 0.07 0.21 0.09 -0.25
C 2.2924 1.2330 -0.2892 0.06 -0.22 -0.02 0.07
C 1.1285 2.0886 -0.6866 0.11 0.05 -0.03 0.79
O 1.2754 3.2957 -0.8542 -0.08 -0.05 -0.07 -0.64
O 0.0379 1.4298 -0.8276 -0.06 -0.13 0.42 -0.69
C 3.2207 -2.0707 0.3743 0.06 -0.23 0.03 0.19
C 2.5104 -2.7063 1.3767 -0.06 0.08 0.04 -0.21
C 2.5610 -4.0894 1.4564 0.00 -0.04 -0.02 -0.19
C 3.3237 -4.8164 0.5537 -0.02 0.03 -0.01 -0.20
C 4.0391 -4.1628 -0.4413 -0.02 -0.04 0.01 -0.20
C 3.9825 -2.7827 -0.5387 0.06 0.08 -0.02 -0.23
H 2.7638 3.7045 -0.4722 0.04 -0.04 -0.12 0.51
H 1.9024 -2.1232 2.0587 0.05 -0.05 -0.03 0.26
H 1.9881 -4.5980 2.2201 0.00 0.01 0.00 0.23
H 3.3476 -5.8967 0.6156 0.01 0.00 0.00 0.21
H 4.6277 -4.7301 -1.1504 0.00 0.01 0.00 0.21
H 4.5225 -2.2521 -1.3138 -0.02 -0.03 0.00 0.22
S -2.4143 -1.8438 4.0222 0.01 0.01 -0.02 -0.89
Sb -1.9520 0.2296 3.2613 0.20 -0.03 -0.13 0.95
S -2.3856 0.1721 0.7501 -0.22 -0.03 0.06 -0.40
S 0.4588 0.0920 2.4569 -0.17 0.07 0.10 -0.54
F -0.0805 -6.0846 -1.0865 -0.01 0.02 0.00 -0.34
C -0.1813 -4.7688 -0.7604 0.02 -0.01 0.03 0.40
C -0.8477 -4.4189 0.3978 0.01 0.01 -0.04 -0.30
C -0.9318 -3.0742 0.7328 -0.03 0.02 0.04 -0.18
C -0.3410 -2.0923 -0.0671 0.18 0.13 -0.12 -0.34
C 0.3173 -2.4964 -1.2304 -0.08 -0.01 0.04 -0.21
C 0.3972 -3.8367 -1.5937 0.03 -0.01 -0.02 -0.30
H -1.2899 -5.1893 1.0165 -0.01 0.02 0.01 0.23
H -1.4566 -2.7910 1.6404 0.00 -0.03 -0.02 0.26
H 0.7924 -1.7602 -1.8704 0.02 -0.01 -0.01 0.21
H 0.9118 -4.1588 -2.4899 -0.01 0.00 0.00 0.22
```
Positions in Å, forces in eV/Å.